(1)
Here is 2 unconnected molecules or ions with the total composition F3H3S2Si2 at a distorted geometry from the OMol25 dataset. Energies are from ωB97M-V/def2-TZVPD.

Each line ends with the Mulliken charge.
Cartesian coordinates (Å):
1 F 1.723 0.699 -2.097  -0.249
2 F 1.708 1.761 0.159  -0.234
3 F 2.315 -0.672 -0.133  -0.235
4 Si -0.772 -0.237 0.071  0.138
5 Si 1.285 0.441 -0.594  0.842
6 S -1.279 -2.226 -0.538  -0.288
7 S -2.516 0.954 -0.286  -0.282
8 H -0.196 0.126 3.222  0.009
9 H -0.050 -2.719 -0.432  0.143
10 H -2.217 1.873 0.627  0.156



(2)
Here is a molecular structure, F3H3SSi2 at a distorted geometry from the OMol25 dataset. Energies are from ωB97M-V/def2-TZVPD.

Each line ends with the Mulliken charge.
Cartesian coordinates (Å):
1 F 2.477 0.848 -0.463  -0.249
2 F 1.234 1.720 1.500  -0.250
3 F 0.276 1.892 -0.893  -0.228
4 Si 0.202 -1.255 0.074  0.150
5 Si 0.998 0.916 0.138  0.837
6 S -2.654 -0.748 0.043  -0.425
7 H -0.197 -2.019 -1.137  0.031
8 H 0.332 -1.718 1.521  0.007
9 H -2.668 0.364 -0.784  0.127



(3)
Here is 2 unconnected molecules or ions with the total composition F3NOS2 at a distorted geometry from the OMol25 dataset. Energies are from ωB97M-V/def2-TZVPD.

Each line ends with the Mulliken charge.
Cartesian coordinates (Å):
1 N -1.565 0.616 -0.837  -0.147
2 O 0.817 -0.683 0.463  -0.332
3 F -3.583 -1.021 0.033  -0.380
4 F 2.518 1.204 0.777  -0.309
5 F 3.178 -0.926 -0.297  -0.249
6 S -2.386 0.307 0.289  0.531
7 S 1.777 0.007 -0.276  0.887



(4)
Here is a molecular structure, F3OS at a distorted geometry from the OMol25 dataset. Energies are from ωB97M-V/def2-TZVPD.

Each line ends with the Mulliken charge.
Cartesian coordinates (Å):
1 O 1.247 1.133 -1.345  -0.120
2 F 0.525 -0.206 -1.074  -0.033
3 F -1.248 -1.259 0.577  -0.006
4 F 0.167 0.191 1.607  -0.024
5 S -0.692 0.141 0.236  1.184

Total charge = +1



Energy relative to the best compared isomer or geometry (same formula, charge and spin) across the listed records, respectively: 3.490; 2.357; 0.430; 2.746 eV.